#a
C8H14O4 | ωB97M-V/def2-TZVPD

The frontier orbital gap comes out at 9.104 eV. The HOMO energy comes out at -9.878 eV. The multiplicity is 1.

Last columns: bonded neighbours and bond lengths (Å).
Cartesian coordinates (Å):
1 C -2.571 0.516 -0.686  C9 1.583, H10 1.192, H20 1.103, C23 1.350
2 C 1.119 1.376 0.024  O3 1.532, C19 1.533, H22 1.063, C25 1.568
3 O 2.602 1.295 -0.351  C2 1.532, C19 1.559
4 O 1.313 -1.180 -0.877  C8 1.436, O17 1.444
5 H -1.109 0.729 1.253  C9 1.144
6 H 3.846 -2.439 0.029  C14 1.241
7 H -2.013 -1.303 -0.219  C23 1.034
8 C 1.985 -0.964 0.374  O4 1.436, C14 1.550, H18 1.131, C19 1.591
9 C -1.325 0.998 0.162  C1 1.583, H5 1.144, H24 1.289, C25 1.467
10 H -3.323 1.371 -0.333  C1 1.192
11 H -3.662 -1.007 -0.973  C23 1.085
12 O -3.401 -0.738 1.030  C23 1.411
13 H 4.140 -0.750 1.037  C14 1.233
14 C 3.487 -1.255 0.121  H6 1.241, C8 1.550, H13 1.233, H15 1.181
15 H 3.442 -0.926 -1.013  C14 1.181
16 H -4.905 -1.065 0.856  no bonds
17 O -0.051 -0.776 -0.627  O4 1.444, C25 1.418
18 H 1.278 -1.489 1.084  C8 1.131
19 C 2.058 0.536 0.897  C2 1.533, O3 1.559, C8 1.591, H26 1.153
20 H -2.248 0.518 -1.741  C1 1.103
21 H -0.242 1.041 -1.700  C25 1.183
22 H 1.049 2.387 0.346  C2 1.063
23 C -2.874 -0.734 -0.278  C1 1.350, H7 1.034, H11 1.085, O12 1.411
24 H -0.925 2.215 0.302  C9 1.289
25 C -0.120 0.640 -0.593  C2 1.568, C9 1.467, O17 1.418, H21 1.183
26 H 2.450 1.005 1.874  C19 1.153

---

#b
C8H14O4 | ωB97M-V/def2-TZVPD

The frontier orbital gap comes out at 9.824 eV. The HOMO energy comes out at -9.578 eV. The multiplicity is 1. Its structure (SMILES) is O=C1[C@@H](CO)CC[C@@H]1OCCO.

Last columns: bonded neighbours and bond lengths (Å).
Cartesian coordinates (Å):
1 H 0.738 2.576 2.089  C9 1.107
2 H -1.937 2.516 2.627  C26 1.130
3 H 1.988 -1.491 0.628  C18 1.088
4 C -0.078 -1.962 0.155  H7 1.071, H17 1.050, C18 1.562, C23 1.560
5 H 0.659 -1.089 -3.117  C10 1.132
6 H -0.539 -2.494 -2.920  C10 1.130
7 H 0.160 -3.005 0.193  C4 1.071
8 O 0.261 1.166 -1.669  C12 1.321
9 C -0.020 2.324 1.322  H1 1.107, H21 1.095, O22 1.457, C26 1.520
10 C 0.251 -1.870 -2.406  H5 1.132, H6 1.130, O16 1.414, C23 1.500
11 H 1.258 -3.438 -2.562  O16 0.991
12 C 0.401 0.117 -0.879  O8 1.321, C19 1.499, C23 1.549
13 H 1.853 0.705 0.591  C19 1.063
14 H -1.920 1.817 0.289  O15 0.958
15 O -2.223 2.625 0.703  H14 0.958, C26 1.370
16 O 1.416 -2.596 -2.064  C10 1.414, H11 0.991
17 H -0.892 -1.717 0.772  C4 1.050
18 C 1.002 -1.205 0.991  H3 1.088, C4 1.562, C19 1.494, H20 1.086
19 C 0.913 0.212 0.526  C12 1.499, H13 1.063, C18 1.494, O22 1.436
20 H 0.964 -1.330 2.069  C18 1.086
21 H 0.289 2.779 0.375  C9 1.095
22 O -0.163 0.878 1.205  C9 1.457, C19 1.436
23 C -0.330 -1.213 -1.190  C4 1.560, C10 1.500, C12 1.549, H24 1.097
24 H -1.425 -1.226 -1.261  C23 1.097
25 H -1.264 4.021 1.799  C26 1.125
26 C -1.364 2.902 1.734  H2 1.130, C9 1.520, O15 1.370, H25 1.125

---

Which of them is least stable? Easy: #a.

---

#a
C9H15N6 | ωB97M-V/def2-TZVPD

The frontier orbital gap (alpha / beta) comes out at 6.062 / 6.063 eV. The HOMO energy (alpha / beta) comes out at -11.767 / -11.768 eV. The multiplicity is 1. The total charge is +1.

Last columns: bonded neighbours and bond lengths (Å).
Cartesian coordinates (Å):
1 H 0.207 -2.350 2.062  C25 1.101
2 H -5.567 0.720 0.382  C11 1.104
3 H 2.466 -0.879 -0.486  C6 1.066
4 H -1.162 -2.268 -1.063  N19 1.007
5 C 2.113 2.436 -0.512  H12 1.100, N18 1.378, H23 1.139, H28 1.233
6 C 1.951 0.024 -0.723  H3 1.066, N10 1.573, N18 1.408, H20 1.004
7 H 2.910 1.600 1.927  C16 1.063
8 N -3.758 1.587 -0.362  C11 1.321, C27 1.236
9 N -0.019 -1.227 0.449  N10 1.315, C25 1.419
10 N 0.466 -0.250 -0.286  C6 1.573, N9 1.315, N13 1.294
11 C -4.569 0.586 -0.069  H2 1.104, N8 1.321, C17 1.397
12 H 2.809 3.188 -0.114  C5 1.100
13 N -0.368 0.530 -0.895  N10 1.294, C30 1.359
14 H -2.602 -2.757 -0.449  N19 1.043
15 H -4.535 -1.526 -0.067  C17 1.073
16 C 3.308 1.019 1.130  H7 1.063, N18 1.517, H26 1.142, H29 1.139
17 C -3.936 -0.650 -0.226  C11 1.397, H15 1.073, C22 1.428
18 N 2.552 1.174 -0.177  C5 1.378, C6 1.408, C16 1.517
19 N -2.127 -1.993 -0.977  H4 1.007, H14 1.043, C22 1.329
20 H 1.744 0.132 -1.700  C6 1.004
21 H 1.166 -3.054 0.760  C25 1.178
22 C -2.557 -0.806 -0.561  C17 1.428, N19 1.329, C30 1.478
23 H 1.041 2.642 -0.186  C5 1.139
24 H 1.674 -1.530 1.676  C25 1.051
25 C 0.855 -2.021 1.236  H1 1.101, N9 1.419, H21 1.178, H24 1.051
26 H 3.416 -0.107 1.286  C16 1.142
27 C -2.547 1.417 -0.546  N8 1.236, C30 1.345
28 H 2.428 2.538 -1.700  C5 1.233
29 H 4.356 1.436 0.975  C16 1.139
30 C -1.715 0.388 -0.784  N13 1.359, C22 1.478, C27 1.345

---

#b
C9H15N6 | ωB97M-V/def2-TZVPD

The frontier orbital gap comes out at 9.414 eV. The HOMO energy comes out at -12.796 eV. The multiplicity is 1. The total charge is +1. Its structure (SMILES) is C1=NCC[N@+]1(c1ncc[nH]1)N1CCNC1.

Last columns: bonded neighbours and bond lengths (Å).
Cartesian coordinates (Å):
1 H -2.822 0.799 2.877  C3 1.097
2 H -0.720 -1.509 -0.820  C5 1.144
3 C -2.395 1.243 1.969  H1 1.097, N15 1.398, C20 1.536, H22 1.101
4 H 1.658 -0.879 2.340  C17 1.121
5 C 0.165 -1.670 -0.113  H2 1.144, N23 1.556, N29 1.450, H30 1.195
6 H 2.640 -2.287 0.633  C25 1.043
7 N 1.016 1.415 -1.207  C24 1.299, C26 1.363
8 C -0.318 1.320 -3.008  N14 1.360, C26 1.343, H28 1.094
9 H -1.775 0.301 -2.015  N14 0.995
10 H 2.075 0.525 1.217  C17 1.130
11 H -2.755 0.445 -0.048  C20 1.168
12 H 1.458 -0.955 -1.645  N29 1.027
13 H -1.970 -0.830 1.110  C20 1.177
14 N -0.992 0.904 -1.902  C8 1.360, H9 0.995, C24 1.362
15 N -1.231 1.948 2.293  C3 1.398, C27 1.248
16 H 1.774 1.626 -3.238  C26 1.081
17 C 1.531 -0.461 1.307  H4 1.121, H10 1.130, N23 1.415, C25 1.608
18 N -0.522 0.727 0.481  C20 1.558, N23 1.603, C24 1.389, C27 1.491
19 H 3.282 -0.782 -0.024  C25 1.110
20 C -1.985 0.310 0.820  C3 1.536, H11 1.168, H13 1.177, N18 1.558
21 H 0.755 2.079 1.585  C27 1.066
22 H -3.138 1.905 1.499  C3 1.101
23 N 0.152 -0.618 1.033  C5 1.556, C17 1.415, N18 1.603
24 C -0.166 1.034 -0.827  N7 1.299, N14 1.362, N18 1.389
25 C 2.372 -1.349 0.263  H6 1.043, C17 1.608, H19 1.110, N29 1.450
26 C 0.938 1.493 -2.566  N7 1.363, C8 1.343, H16 1.081
27 C -0.246 1.714 1.564  N15 1.248, N18 1.491, H21 1.066
28 H -0.675 1.446 -4.034  C8 1.094
29 N 1.429 -1.562 -0.817  C5 1.450, H12 1.027, C25 1.450
30 H 0.322 -2.615 0.601  C5 1.195

---

Which of them is least stable? Easy: #a.